Density functional theory data (ωB97M-V/def2-TZVPD) for the molecule C15H15NO3S.

Summary:
Kohn-Sham gap: 0.3243 Eh
Highest occupied orbital energy: -8.198 eV
LUMO energy: 0.0230 Eh
Energy above the lowest of the compared OMol25 structures with the same formula, charge and spin: 29.0 kcal/mol

Atoms and positions in Å:
C  -0.72  -2.61  1.16
C  -0.52  -1.13  0.84
N  0.58  -0.96  -0.10
C  1.62  -0.13  0.14
O  1.77  0.48  1.17
C  2.60  -0.06  -1.04
C  3.94  0.43  -0.60
C  5.10  -0.28  -0.51
C  6.18  0.49  -0.01
C  5.81  1.76  0.29
S  4.14  2.05  -0.03
C  -1.79  -0.49  0.30
C  -2.32  -0.91  -0.91
C  -3.48  -0.35  -1.44
C  -4.09  0.64  -0.70
C  -3.56  1.06  0.52
C  -2.41  0.51  1.04
O  -4.36  2.04  1.04
C  -5.40  2.23  0.11
O  -5.23  1.35  -0.97
H  -1.52  -2.72  1.89
H  0.19  -3.03  1.57
H  -1.00  -3.16  0.26
H  -0.21  -0.60  1.74
H  0.48  -1.39  -1.00
H  2.17  0.64  -1.76
H  2.70  -1.04  -1.51
H  5.20  -1.31  -0.81
H  7.17  0.11  0.13
H  6.41  2.55  0.69
H  -1.83  -1.69  -1.47
H  -3.89  -0.67  -2.38
H  -2.01  0.85  1.98
H  -6.37  2.04  0.60
H  -5.38  3.27  -0.25


Density functional theory data (ωB97M-V/def2-TZVPD) for a cluster of 2 separate species, C5H5F3O2 in total.

Summary:
Kohn-Sham gap (alpha / beta): 0.2817 / 0.2472 Eh
Highest occupied orbital energy (alpha / beta): -8.668 / -8.474 eV
LUMO energy (alpha / beta): -0.0368 / -0.0642 Eh
Energy above the lowest of the compared OMol25 structures with the same formula, charge and spin: 128.0 kcal/mol

Atoms and positions in Å:
C  -2.04  -0.45  0.23
C  -1.00  0.12  0.28
C  -3.42  -0.81  0.19
C  1.72  0.93  0.01
C  2.23  -0.49  0.05
O  1.61  1.43  -1.27
O  2.00  1.72  1.06
F  1.91  -1.24  -1.02
F  1.68  -1.19  1.11
F  3.57  -0.60  0.19
H  -3.46  -1.75  0.85
H  -3.76  -0.96  -0.90
H  -4.12  0.01  0.27
H  1.25  0.60  -1.76
H  1.83  2.68  0.72


Density functional theory data (ωB97M-V/def2-TZVPD) for a cluster of 2 separate species, C4H5BO2 in total.

Summary:
Kohn-Sham gap (alpha / beta): 0.1688 / 0.3047 Eh
Highest occupied orbital energy (alpha / beta): -4.565 / -9.831 eV
LUMO energy (alpha / beta): 0.0011 / -0.0566 Eh
Energy above the lowest of the compared OMol25 structures with the same formula, charge and spin: 78.1 kcal/mol
⟨S²⟩: 2.012
Spin multiplicity: 3

Atoms and positions in Å:
B  1.34  -0.87  0.79
C  0.24  -1.19  0.01
C  -0.69  -0.19  -0.52
C  0.36  1.71  -2.39
C  -0.60  1.13  -0.43
O  1.48  1.38  -2.41
O  2.41  -0.61  1.43
H  0.04  -2.22  -0.14
H  -1.65  -0.60  -1.17
H  -1.34  1.80  -0.58
H  0.17  1.48  0.16
H  2.64  -0.68  2.28


Density functional theory data (ωB97M-V/def2-TZVPD) for a cluster of 2 separate species, C4H5N3O in total.

Summary:
Kohn-Sham gap: 0.2853 Eh
Highest occupied orbital energy: -8.681 eV
LUMO energy: -0.0337 Eh
Energy above the lowest of the compared OMol25 structures with the same formula, charge and spin: 165.1 kcal/mol

Atoms and positions in Å:
C  0.55  -0.31  -0.03
C  0.69  -0.97  1.34
C  -0.27  0.81  -0.15
C  -0.26  1.47  1.11
H  1.82  -1.79  -0.65
H  0.23  -0.78  -2.17
H  0.93  -0.31  2.17
H  -1.91  0.60  -1.82
H  -1.61  1.97  -1.05
N  0.70  -1.38  -0.95
N  -1.10  1.18  -1.29
N  -0.62  1.85  2.16
O  0.85  -2.33  1.33


Density functional theory data (ωB97M-V/def2-TZVPD) for a structure of composition C32H33F3N6O3PtS2Si.

Summary:
Total charge: -2
Kohn-Sham gap (alpha / beta): 0.2055 / 0.2065 Eh
Highest occupied orbital energy (alpha / beta): -1.225 / -1.253 eV
LUMO energy (alpha / beta): 0.1605 / 0.1604 Eh
Energy above the lowest of the compared OMol25 structures with the same formula, charge and spin: 45.9 kcal/mol

Atoms and positions in Å:
Pt  1.05  -0.79  -0.05
N  1.83  6.28  4.75
C  1.98  5.62  3.52
C  2.26  4.25  3.49
C  2.52  3.62  2.29
C  2.46  4.34  1.10
C  2.18  5.69  1.12
C  1.94  6.33  2.33
S  2.79  3.47  -0.45
O  2.39  4.34  -1.54
O  4.20  3.17  -0.44
N  1.95  2.09  -0.38
C  0.74  2.22  0.10
N  0.07  1.07  0.38
C  -1.13  1.16  0.92
C  -1.74  2.38  1.18
C  -1.00  3.50  0.86
N  0.21  3.44  0.34
H  1.61  5.66  5.52
H  1.24  7.09  4.71
H  2.27  3.67  4.40
H  2.74  2.57  2.26
H  2.15  6.21  0.18
H  1.70  7.38  2.34
H  -1.62  0.22  1.13
H  -2.74  2.44  1.59
H  -1.38  4.51  1.01
C  4.61  -0.16  -1.19
C  4.36  0.06  0.26
C  5.24  0.75  1.09
C  4.87  0.91  2.41
N  3.73  0.43  2.90
C  2.95  -0.22  2.05
S  1.46  -0.89  2.57
N  3.23  -0.43  0.75
H  5.60  0.18  -1.48
H  3.86  0.40  -1.74
H  4.50  -1.22  -1.43
H  6.17  1.15  0.70
H  5.48  1.46  3.11
C  -4.66  -3.83  -0.35
C  -3.80  -2.61  -0.04
C  -4.28  -1.42  -0.87
C  -3.95  -2.27  1.44
Si  -1.91  -2.87  -0.42
O  -1.17  -1.61  0.10
C  -1.79  -2.96  -2.33
C  -1.24  -1.86  -2.97
C  -1.21  -1.78  -4.36
C  -1.73  -2.81  -5.13
C  -2.25  -3.93  -4.50
C  -2.27  -4.00  -3.12
C  -1.38  -4.48  0.46
C  -1.87  -5.76  0.24
C  -1.47  -6.83  1.01
C  -0.52  -6.66  2.00
C  0.02  -5.40  2.22
C  -0.42  -4.32  1.46
H  -5.72  -3.62  -0.17
H  -4.38  -4.67  0.28
H  -4.55  -4.13  -1.39
H  -5.31  -1.15  -0.63
H  -4.21  -1.64  -1.93
H  -3.64  -0.56  -0.66
H  -4.98  -2.03  1.70
H  -3.32  -1.42  1.68
H  -3.62  -3.10  2.06
H  -0.82  -1.06  -2.38
H  -0.77  -0.92  -4.84
H  -1.73  -2.74  -6.21
H  -2.65  -4.75  -5.09
H  -2.66  -4.88  -2.64
H  -2.60  -5.94  -0.54
H  -1.89  -7.82  0.83
H  -0.20  -7.50  2.61
H  0.78  -5.26  2.97
H  0.00  -3.34  1.63
F  1.02  -3.61  -1.14
C  1.79  -2.48  -1.06
F  3.02  -3.00  -0.69
F  2.00  -2.17  -2.40


Density functional theory data (ωB97M-V/def2-TZVPD) for a cluster of 4 separate species, C47H36FNO7 in total.

Summary:
Kohn-Sham gap: 0.2973 Eh
Highest occupied orbital energy: -9.142 eV
LUMO energy: -0.0387 Eh

Atoms and positions in Å:
O  -0.77  -1.88  -0.80
C  -0.26  -1.27  -1.74
C  -0.07  -1.93  -3.04
C  -0.49  -3.26  -3.22
C  -0.36  -3.88  -4.46
C  0.21  -3.18  -5.53
C  0.65  -1.86  -5.35
C  0.52  -1.24  -4.11
C  1.00  0.14  -3.92
O  1.56  0.72  -4.84
C  0.79  0.80  -2.62
C  1.22  2.13  -2.45
C  1.00  2.78  -1.23
C  0.35  2.11  -0.19
C  -0.06  0.79  -0.36
C  0.17  0.13  -1.57
H  -0.94  -3.81  -2.39
H  -0.69  -4.90  -4.60
H  0.30  -3.65  -6.50
H  1.09  -1.33  -6.19
H  1.72  2.66  -3.26
H  1.33  3.81  -1.10
H  0.17  2.62  0.75
H  -0.56  0.27  0.46
O  5.59  5.50  -6.86
C  6.07  4.96  -5.88
C  7.13  5.63  -5.10
C  7.58  6.90  -5.48
C  8.55  7.56  -4.73
C  9.09  6.95  -3.59
C  8.66  5.68  -3.22
C  7.68  5.01  -3.98
C  7.25  3.66  -3.58
O  7.77  3.09  -2.63
C  6.18  3.00  -4.35
C  5.73  1.73  -3.96
C  4.69  1.11  -4.66
C  4.09  1.75  -5.74
C  4.55  3.01  -6.13
C  5.59  3.64  -5.44
H  7.16  7.39  -6.37
H  8.89  8.55  -5.03
H  9.84  7.47  -3.00
H  9.08  5.21  -2.33
H  6.19  1.22  -3.11
H  4.35  0.12  -4.35
H  3.28  1.28  -6.27
H  4.08  3.51  -6.98
O  -5.08  -3.19  5.47
C  -5.90  -3.66  4.69
C  -7.27  -3.96  5.14
C  -7.65  -3.67  6.46
C  -8.95  -3.90  6.89
C  -9.89  -4.43  6.00
C  -9.52  -4.73  4.69
C  -8.21  -4.50  4.26
C  -7.81  -4.85  2.88
O  -8.62  -5.38  2.12
C  -6.45  -4.54  2.42
C  -6.08  -4.82  1.10
C  -4.80  -4.50  0.65
C  -3.88  -3.89  1.51
C  -4.25  -3.62  2.83
C  -5.53  -3.95  3.29
H  -6.92  -3.25  7.16
H  -9.24  -3.67  7.91
H  -10.92  -4.60  6.33
H  -10.26  -5.14  4.00
H  -6.78  -5.29  0.42
H  -4.51  -4.72  -0.38
H  -2.89  -3.64  1.16
H  -3.53  -3.15  3.50
C  2.43  -0.45  4.42
C  2.17  1.08  3.90
F  1.68  0.95  2.48
C  0.91  1.78  4.73
O  -0.32  1.21  4.17
C  -1.16  0.56  5.19
C  -2.34  -0.28  4.35
N  -3.65  0.49  4.26
H  2.31  -1.19  3.49
H  3.51  -0.57  4.87
H  1.67  -0.83  5.23
H  3.15  1.77  3.95
H  0.92  2.94  4.44
H  1.01  1.69  5.89
H  -0.53  -0.20  5.87
H  -1.67  1.33  5.95
H  -1.95  -0.38  3.23
H  -2.45  -1.37  4.75
H  -3.48  1.54  4.25
H  -4.27  0.27  5.07